[1]
Here is a single C18H17Cl2N5O4 molecule at a distorted geometry from the OMol25 dataset. Energies are from ωB97M-V/def2-TZVPD.

Structure (ORCA input):
```
! RIJCOSX wB97M-V def2-TZVPD def2/J DEFGRID3
* xyz 0 1
C -4.6727 0.5534 -5.2298
O -3.5459 0.7083 -4.3188
C -2.4666 -0.0872 -4.4818
O -2.3696 -0.9932 -5.2982
C -1.3212 0.2258 -3.6177
C -0.0641 -0.4062 -3.7696
C 1.0072 -0.0701 -2.9412
Cl 2.5332 -0.8877 -3.1723
C 0.9036 0.9251 -1.9907
C -0.2790 1.5879 -1.8076
N -0.3965 2.6066 -0.8472
C 0.1496 2.5972 0.4071
O 0.2427 3.7039 0.9661
N 0.4921 1.3878 0.9755
C 1.0962 1.0480 2.1985
C 1.5641 2.0729 3.2163
N 2.0693 1.7633 4.4188
C 2.2059 0.4184 4.6161
C 2.7944 -0.1854 5.6753
C 2.7245 -1.6231 5.4264
Cl 3.4905 -2.7985 6.4625
N 2.1266 -1.8474 4.2770
N 1.8044 -0.6039 3.7622
C 1.2263 -0.2983 2.5109
C 0.7275 -1.4139 1.6071
C 1.7348 -1.7959 0.5297
O -0.5490 -1.1547 0.9809
C -1.5150 -2.1981 1.1699
C -1.3872 1.2261 -2.6027
H -5.4314 1.3059 -4.9727
H -5.1445 -0.4516 -5.1406
H -4.4224 0.7325 -6.2793
H 0.0237 -1.1300 -4.5844
H 1.7776 1.2034 -1.4093
H -0.9569 3.3972 -1.0859
H 0.1901 0.5537 0.4347
H 1.5083 3.1608 3.0096
H 3.2334 0.3198 6.5276
H 0.5773 -2.2670 2.2985
H 1.9089 -0.9781 -0.1447
H 2.6809 -2.0613 0.9723
H 1.3873 -2.6783 -0.0527
H -1.1091 -3.2004 1.0775
H -2.2920 -2.0413 0.4255
H -1.9593 -2.1247 2.2040
H -2.2978 1.7982 -2.4031
*
```

HOMO level ... -8.2 eV
Relative energy (zero: lowest compared OMol25 entry of this formula, charge and spin) ... 0.161 eV

[2]
Here is a molecular structure, C18H17Cl5GeKNO5Se at a distorted geometry from the OMol25 dataset. Energies are from ωB97M-V/def2-TZVPD.

Structure (ORCA input):
```
! RIJCOSX wB97M-V def2-TZVPD def2/J DEFGRID3
* xyz -2 1
K -0.1541 0.2324 -0.0578
Cl -2.5275 7.5926 0.0529
C -2.3095 5.8819 -0.0003
C -1.0301 5.3288 0.0300
Cl 0.3435 6.3631 0.0553
C -0.8535 3.9643 0.0304
Cl 0.7161 3.2715 0.0520
C -1.9407 3.0349 0.0015
O -1.7720 1.7990 0.0357
C -3.2256 3.6578 -0.0812
Cl -4.5789 2.6067 -0.2121
C -3.4031 5.0237 -0.0737
Cl -4.9902 5.6901 -0.1631
O 7.4924 -0.3947 -0.0503
C 6.6280 -1.2799 -0.1446
O 6.7662 -2.4998 -0.2997
C 5.1490 -0.7597 -0.0513
C 4.8968 0.6093 -0.0353
C 3.5951 1.0567 0.0553
N 2.5374 0.2523 0.1293
C 2.7760 -1.0607 0.1197
C 4.0523 -1.6051 0.0387
C 1.5637 -1.9508 0.2760
O 1.5663 -2.7557 1.2093
O 0.6235 -1.7656 -0.5492
H 5.7298 1.2973 -0.0871
H 3.3791 2.1225 0.0787
H 4.1967 -2.6758 0.0468
C -5.4164 -0.4724 1.2643
Ge -4.8678 -2.3720 1.3475
C -6.5241 -3.4933 1.1556
C -4.1221 -2.7405 3.1578
C -3.7351 -2.8662 -0.2153
Se -1.7928 -2.4015 -0.2718
C -1.2427 -3.8404 0.8860
H -6.0337 -0.1997 2.1171
H -5.9820 -0.2724 0.3576
H -4.5407 0.1690 1.2560
H -7.2650 -3.2787 1.9206
H -6.2815 -4.5508 1.2103
H -6.9785 -3.3052 0.1870
H -4.8350 -2.4259 3.9186
H -3.1984 -2.1867 3.3066
H -3.9178 -3.7993 3.2958
H -4.1579 -2.3399 -1.0741
H -3.8215 -3.9401 -0.4081
H -1.6676 -3.7033 1.8785
H -0.1553 -3.7748 0.9266
H -1.5661 -4.7910 0.4601
*
```

HOMO level ... -3.1 eV

[3]
Here is a single C18H17ClN2O4 molecule from the OMol25 dataset. Energies are from ωB97M-V/def2-TZVPD.

Structure (ORCA input):
```
! RIJCOSX wB97M-V def2-TZVPD def2/J DEFGRID3
* xyz 0 1
C 3.7871 -6.7318 -3.3854
C 2.8532 -5.7183 -2.7430
O 3.2055 -4.4393 -3.2339
C 2.5084 -3.3549 -2.8077
C 2.9089 -2.1266 -3.3393
C 2.2691 -0.9642 -2.9745
C 1.2104 -0.9936 -2.0680
N 0.6022 0.2279 -1.7297
C -0.4506 0.4508 -0.9059
O -1.0638 -0.3874 -0.2877
C -0.8150 1.9443 -0.8276
N -1.8234 2.1599 0.1829
C -3.1167 2.2878 -0.2287
O -3.4274 2.3784 -1.3960
C -4.1423 2.2780 0.8923
O -3.7091 2.8868 2.0881
C -2.4519 2.5296 2.4784
C -2.1227 2.6161 3.8221
C -0.8545 2.2784 4.2594
C 0.0764 1.8370 3.3359
Cl 1.6589 1.3841 3.8598
C -0.2266 1.7596 1.9857
C -1.4917 2.1207 1.5411
C 0.8100 -2.2110 -1.5364
C 1.4524 -3.3811 -1.9031
H 3.6832 -6.6987 -4.4663
H 4.8174 -6.5008 -3.1297
H 3.5467 -7.7309 -3.0335
H 1.8098 -5.9466 -3.0012
H 2.9590 -5.7446 -1.6496
H 3.7284 -2.1126 -4.0399
H 2.5910 -0.0220 -3.3957
H 0.9956 1.0289 -2.2050
H -1.2650 2.2451 -1.7804
H 0.0634 2.5622 -0.6239
H -4.4100 1.2241 1.0756
H -5.0355 2.8163 0.5699
H -2.8763 2.9551 4.5139
H -0.5984 2.3455 5.3039
H 0.5252 1.4049 1.3015
H -0.0069 -2.2459 -0.8358
H 1.1142 -4.3091 -1.4711
*
```

HOMO level ... -8.1 eV
Relative energy (zero: lowest compared OMol25 entry of this formula, charge and spin) ... 1.559 eV

[4]
Here is a single C18H17ClN2O5S molecule from the OMol25 dataset. Energies are from ωB97M-V/def2-TZVPD.

Structure (ORCA input):
```
! RIJCOSX wB97M-V def2-TZVPD def2/J DEFGRID3
* xyz 0 1
O 0.5596 -0.0934 -2.4797
C 1.4156 -0.6430 -1.8129
C 2.8158 -0.0283 -1.7246
C 3.7151 -0.4259 -0.5716
S 2.9076 -0.2226 1.0622
O 2.2774 -1.4830 1.3726
O 3.8689 0.2662 2.0067
C 1.6081 0.9980 0.8140
C 0.2895 0.6027 0.9339
C -0.7306 1.5016 0.6687
C -0.4087 2.8172 0.2949
C 0.9172 3.2136 0.1953
C 1.9255 2.2968 0.4528
Cl 3.5709 2.7696 0.3207
N -1.4478 3.7099 0.0732
C -2.7538 3.3320 -0.0210
O -3.6488 4.1245 -0.1768
C -2.9597 1.8237 0.0283
O -2.0211 1.1171 0.8166
N 1.2541 -1.8532 -1.2451
C 0.0173 -2.5963 -1.4222
C -0.9798 -2.4015 -0.3084
C -0.6587 -2.7685 0.9942
C -1.5769 -2.5929 2.0150
C -2.8268 -2.0620 1.7440
C -3.1530 -1.6993 0.4493
C -2.2313 -1.8624 -0.5702
H 2.6867 1.0549 -1.7577
H 3.3094 -0.3080 -2.6623
H 4.0033 -1.4744 -0.6090
H 4.6110 0.1894 -0.5472
H 0.0583 -0.4064 1.2336
H 1.1642 4.2259 -0.0826
H -1.2326 4.6915 -0.0487
H -3.9431 1.6048 0.4481
H -2.9277 1.4556 -1.0096
H 1.8115 -2.1055 -0.4393
H 0.2830 -3.6564 -1.4974
H -0.4157 -2.2662 -2.3691
H 0.3165 -3.1770 1.2148
H -1.3147 -2.8746 3.0240
H -3.5441 -1.9319 2.5405
H -4.1283 -1.2895 0.2319
H -2.4835 -1.5726 -1.5800
*
```

HOMO level ... -8.9 eV
Relative energy (zero: lowest compared OMol25 entry of this formula, charge and spin) ... 0.122 eV

[5]
Here is a single C18H17ClN4O3S molecule at a distorted geometry from the OMol25 dataset. Energies are from ωB97M-V/def2-TZVPD.

Structure (ORCA input):
```
! RIJCOSX wB97M-V def2-TZVPD def2/J DEFGRID3
* xyz 0 1
O 1.0989 -0.1020 2.3688
C 1.9090 -0.6812 1.6549
C 1.8684 -2.1945 1.5727
S 1.2307 -2.8510 -0.0219
C -0.4241 -2.3137 -0.0150
N -1.2850 -2.7764 -0.8707
C -2.4432 -2.0909 -0.6204
C -3.6824 -2.1458 -1.2466
C -4.6768 -1.3070 -0.7871
C -4.4463 -0.4375 0.2801
Cl -5.7314 0.6019 0.7969
C -3.2322 -0.3641 0.9362
C -2.2371 -1.1989 0.4612
N -0.9311 -1.3717 0.8380
N 2.8645 -0.0189 0.9797
C 2.8498 1.4344 1.0131
C 2.6445 1.9660 -0.4221
N 2.0404 0.9310 -1.2211
C 0.7044 0.6957 -1.3840
O 0.3168 -0.2758 -2.0125
C -0.2903 1.6186 -0.8226
C -1.6349 1.5990 -1.1061
C -2.2317 2.5699 -0.2774
C -1.2175 3.1047 0.4585
O -0.0433 2.5439 0.1386
C 2.9517 -0.1699 -1.4550
C 3.6441 -0.5441 -0.1180
H 2.8595 -2.6318 1.6820
H 1.2244 -2.5611 2.3730
H -3.8504 -2.8178 -2.0715
H -5.6495 -1.3129 -1.2536
H -3.0703 0.3136 1.7590
H -0.4516 -0.8645 1.5719
H 2.0271 1.7371 1.6627
H 3.7925 1.7961 1.4342
H 3.6083 2.2076 -0.8823
H 2.0328 2.8647 -0.4181
H -2.1125 0.9587 -1.8182
H -3.2698 2.8249 -0.2284
H -1.2029 3.8627 1.2172
H 2.3598 -1.0022 -1.8414
H 3.6976 0.1157 -2.2026
H 4.6376 -0.0888 -0.0589
H 3.7513 -1.6236 -0.0434
*
```

HOMO level ... -7.8 eV
Relative energy (zero: lowest compared OMol25 entry of this formula, charge and spin) ... 0.751 eV

[6]
Here is 2 unconnected molecules or ions with the total composition C18H17N3 at a distorted geometry from the OMol25 dataset. Energies are from ωB97M-V/def2-TZVPD.

Structure (ORCA input):
```
! RIJCOSX wB97M-V def2-TZVPD def2/J DEFGRID3
* xyz 0 1
C 4.5821 0.5317 1.7147
N 3.1669 0.2186 1.6698
C 2.1637 1.1364 1.6226
C 0.9073 0.4729 1.7003
C -0.3215 1.1052 1.8287
C -1.5926 0.4723 1.6836
C -1.8498 -0.5676 0.7457
C -3.0544 -1.2601 0.7676
C -4.0463 -0.9440 1.7052
C -5.2988 -1.7579 1.7817
C -3.8455 0.1462 2.5622
C -2.6691 0.8733 2.5258
C 1.2204 -0.9657 1.7745
C 0.4854 -2.1145 2.0295
C 1.1519 -3.3479 2.1390
C 2.5508 -3.4243 2.0975
C 3.3170 -2.2636 1.9160
C 2.6315 -1.0718 1.7384
H 5.1571 -0.3927 1.8206
H 4.9016 1.0441 0.7964
H 4.8048 1.1904 2.5670
H 2.3519 2.2070 1.5761
H -0.3164 2.1489 2.1509
H -1.0731 -0.8307 0.0216
H -3.2226 -2.0774 0.0639
H -5.9774 -1.3459 2.5316
H -5.8247 -1.7801 0.8213
H -5.0834 -2.7975 2.0540
H -4.6358 0.4190 3.2616
H -2.5200 1.7384 3.1750
H -0.5927 -2.0538 2.1502
H 0.5684 -4.2588 2.2697
H 3.0502 -4.3861 2.2164
H 4.4021 -2.2795 1.9157
N -0.5645 3.7610 3.3040
C -1.6576 4.4177 3.4769
N -2.7147 4.9626 3.5922
H 0.2396 4.1826 3.7674
*
```

HOMO level ... -6.0 eV
Relative energy (zero: lowest compared OMol25 entry of this formula, charge and spin) ... 1.947 eV

no.,frontier orbital gap (eV),LUMO energy (eV),E_tot (hartree)
1,7.959,-0.3,-2191.23307
2,6.766,3.7,-8506.47825
3,8.666,0.5,-1566.81811
4,9.145,0.2,-2040.24388
5,8.261,0.4,-1999.28663
6,3.973,-2.1,-860.27734